No. 1
Molecular formula: C36H38N3O13P2SSnTe
Method: DFT, ωB97M-V with the def2-TZVPD basis set

Geometry (Å):
Sn  -0.28752  1.20566  0.48688
O  -2.81162  -1.70199  1.99969
C  -2.07822  -0.76666  1.78853
O  -1.48303  -0.51482  0.65034
C  -1.74876  0.28137  2.90329
O  -2.14363  0.14013  4.04327
O  -1.03504  1.28486  2.48325
O  -5.16123  0.08954  -6.56356
P  -3.74628  0.34893  -5.84970
O  -2.71910  0.82507  -6.83427
O  -3.95097  0.94342  -4.52517
O  -3.26831  -1.26617  -5.64590
P  -1.77615  -1.65788  -5.48986
O  -1.04551  -0.86454  -6.62253
O  -1.43008  -3.06735  -5.34134
O  -1.37723  -0.82735  -4.09571
H  -5.03185  -0.25115  -7.45764
H  -1.63190  -0.07987  -6.87519
C  0.91549  -5.73759  0.72061
C  0.81475  -4.28959  0.31447
C  1.38347  -3.27932  1.06706
C  1.30553  -1.93690  0.68934
C  1.79647  -0.89435  1.58864
O  1.30792  0.24264  1.66504
C  2.91866  -1.17337  2.53364
C  3.99508  -1.98185  2.18140
C  5.04790  -2.15977  3.06718
C  5.02096  -1.54220  4.31053
C  3.94885  -0.73140  4.66281
C  2.90557  -0.53763  3.77215
C  0.66202  -1.55547  -0.53516
O  0.71398  -0.36774  -0.97301
C  -0.03878  -2.59952  -1.22603
C  0.08248  -3.91202  -0.80983
C  -1.00791  -2.11603  -2.22991
N  -0.52256  -1.46794  -3.24037
C  0.88224  -1.44430  -3.70150
C  1.30925  -0.05944  -4.16842
Te  3.44038  0.12707  -4.19098
C  3.64804  0.89157  -2.24207
C  2.94355  2.02116  -1.84236
C  3.10803  2.52927  -0.56259
C  3.99237  1.92436  0.32093
C  4.70894  0.80643  -0.07986
C  4.53165  0.28302  -1.35687
C  -2.46987  -2.22979  -2.02824
C  -3.32189  -1.14874  -2.26493
C  -4.68353  -1.28264  -2.05814
C  -5.21090  -2.48504  -1.61660
C  -4.36703  -3.55580  -1.35696
C  -3.00334  -3.42439  -1.54208
H  1.65922  -5.86916  1.50727
H  1.20846  -6.36811  -0.12189
H  -0.03690  -6.11719  1.09962
H  1.86843  -3.53574  2.00215
H  4.01808  -2.44434  1.20253
H  5.89020  -2.77969  2.78608
H  5.83972  -1.68876  5.00466
H  3.92854  -0.24734  5.63068
H  2.07037  0.10686  4.01836
H  -0.37691  -4.69449  -1.40303
H  0.92224  -2.17337  -4.51354
H  1.49586  -1.79375  -2.88144
H  0.92944  0.70660  -3.49444
H  0.96585  0.15256  -5.17770
H  2.25373  2.50718  -2.52233
H  2.53665  3.39670  -0.25359
H  4.10925  2.31782  1.32367
H  5.39231  0.32437  0.60916
H  5.06946  -0.60988  -1.65448
H  -2.94470  -0.18885  -2.58263
H  -5.32221  -0.43040  -2.25051
H  -6.27785  -2.58495  -1.45837
H  -4.76650  -4.49155  -0.98814
H  -2.36854  -4.26023  -1.30839
C  -1.34229  5.49731  1.07399
N  -1.42375  5.11327  2.47486
C  -1.73278  6.25263  3.33220
C  -0.42818  4.26316  2.96494
S  1.02233  4.04590  2.14690
N  -0.74657  3.63700  4.10437
C  -2.11787  3.48019  4.57587
C  0.20671  2.83172  4.84925
H  -2.29132  5.96279  0.80247
H  -1.19382  4.61838  0.45335
H  -0.52408  6.19873  0.88174
H  -0.95073  7.02008  3.25879
H  -1.82013  5.94613  4.37100
H  -2.68125  6.69223  3.02178
H  -2.81260  3.84745  3.82936
H  -2.27156  4.01876  5.51634
H  -2.29529  2.41573  4.73758
H  1.19247  2.93046  4.41012
H  -0.10829  1.78788  4.81036
H  0.22351  3.17207  5.88876

Atoms 1-3, force components in eV/Å:
-0.15 0.36 -0.48
0.00 -0.05 0.02
0.07 0.03 -0.08

Summary:
Kohn-Sham gap, eV: 7.0
Energy relative to the best compared isomer or geometry (same formula, charge and spin), kcal/mol: 14.8
HOMO, eV: -5.661
Total charge: -1

Results of the Mulliken charge analysis, in e, for atoms 1 through 5: 0.840, -0.666, 0.206, -0.109, 0.334

---

No. 2
Molecular formula: C36H38N4O2PSbY
Method: DFT, ωB97M-V with the def2-TZVPD basis set

Geometry (Å):
Y  0.15456  -0.14015  -0.14027
O  -1.49613  -1.25984  -0.74089
C  -1.60362  -2.13249  -1.72353
C  -2.84025  -2.36968  -2.32804
C  -2.96264  -3.28791  -3.35442
C  -1.86384  -4.00401  -3.82130
C  -0.63488  -3.77542  -3.24002
C  -0.46863  -2.85631  -2.19154
C  0.91930  -2.74409  -1.71422
N  1.37917  -2.04593  -0.74371
C  2.82821  -2.05384  -0.46803
C  3.22863  -0.84688  0.40745
N  2.48164  0.31123  -0.06216
C  3.04680  1.29699  -0.64810
C  2.36819  2.26979  -1.49845
C  3.04270  3.47075  -1.77467
C  2.54002  4.38691  -2.66902
C  1.35722  4.07954  -3.34926
C  0.68603  2.89628  -3.12744
C  1.16311  1.96920  -2.18820
O  0.51468  0.83910  -1.99186
H  -3.69673  -1.81832  -1.96124
H  -3.93509  -3.45308  -3.80246
H  -1.97185  -4.71908  -4.62401
H  0.23269  -4.31831  -3.59795
H  1.61904  -3.35867  -2.28914
H  3.38118  -2.01217  -1.40935
H  3.09584  -2.98064  0.04364
H  4.31024  -0.70103  0.33586
H  2.98449  -1.04860  1.45301
H  4.13260  1.41301  -0.55765
H  3.97824  3.67167  -1.26388
H  3.06441  5.31204  -2.86093
H  0.96231  4.78003  -4.07559
H  -0.21965  2.65171  -3.66786
N  -1.97393  1.98778  1.73302
P  -1.37593  2.35627  0.16177
C  -0.83907  4.07675  0.32795
C  -0.19510  4.48252  1.49697
C  0.29604  5.77409  1.61080
C  0.15588  6.66581  0.55594
C  -0.47450  6.26365  -0.61265
C  -0.97014  4.97343  -0.72845
C  -2.87351  2.41586  -0.83719
C  -2.97263  1.56417  -1.93382
C  -4.12651  1.55825  -2.70897
C  -5.17973  2.39916  -2.38820
C  -5.08269  3.26134  -1.29985
C  -3.93117  3.27623  -0.53343
C  -1.34401  1.17540  2.64854
C  -1.86246  1.09644  3.95462
C  -1.19751  0.34942  4.88952
C  -0.02252  -0.32261  4.53412
C  0.38484  -0.22853  3.23241
N  -0.25535  0.48809  2.28249
H  -2.77192  2.48764  2.09854
H  -0.07356  3.79560  2.32657
H  0.78756  6.08500  2.52344
H  0.53544  7.67529  0.64457
H  -0.58628  6.95614  -1.43666
H  -1.46401  4.66832  -1.64321
H  -2.15141  0.90447  -2.18730
H  -4.19473  0.89532  -3.56158
H  -6.07928  2.39238  -2.99002
H  -5.90150  3.92615  -1.05815
H  -3.85335  3.97748  0.29153
H  -2.76403  1.63936  4.20413
H  -1.57894  0.28948  5.90081
H  0.53926  -0.91031  5.24417
H  1.27066  -0.75555  2.89937
C  -2.83344  -3.91602  1.31096
Sb  -0.86248  -3.34509  1.84828
C  -0.91683  -4.04477  3.86175
C  0.09080  -5.07442  1.04023
H  -3.02837  -4.91311  1.70645
H  -2.93266  -3.93019  0.22599
H  -3.56481  -3.21785  1.71564
H  -1.27372  -5.07500  3.87789
H  -1.58988  -3.42290  4.45245
H  0.07517  -4.00494  4.31179
H  -0.40244  -5.96649  1.42747
H  1.14471  -5.10965  1.31665
H  0.01077  -5.07143  -0.04718

Atoms 1-3, force components in eV/Å:
-0.23 0.71 0.71
-0.31 -0.38 -0.44
0.43 -0.07 0.20

Summary:
Kohn-Sham gap, eV: 7.8
Energy relative to the best compared isomer or geometry (same formula, charge and spin), kcal/mol: 24.4
HOMO, eV: -10.294
Total charge: +1

Results of the Mulliken charge analysis, in e, for atoms 1 through 5: 0.655, -0.826, 0.262, -0.341, -0.474

---

What is the energy relative to the best compared isomer or geometry (same formula, charge and spin) in the second record? 24.4 kcal/mol

---

energy relative to the best compared isomer or geometry (same formula, charge and spin) of number 2 (C36H38N4O2PSbY)? 24.4 kcal/mol

---

What is the energy relative to the best compared isomer or geometry (same formula, charge and spin) in the second record? 24.4 kcal/mol

---

Look up the Kohn-Sham gap of the second one. 7.8 eV